*w*
This record from the OMol25 dataset describes C3H4I2 as an isolated structure. The level of theory is ωB97M-V/def2-TZVPD.

- LUMO level: 0.41 eV
- Highest occupied orbital energy: -7.8 eV

Geometry as XYZ:
```
9
C3H4I2, DFT ωB97M-V/def2-TZVPD
C 0.79 0.07 -0.06
C -0.39 0.62 -0.70
C -0.11 -0.63 0.88
I -1.11 2.45 -0.22
I -0.82 -2.52 0.46
H 1.18 -0.60 -0.87
H 1.56 0.61 0.39
H -0.74 0.03 -1.58
H -0.37 -0.04 1.70
```

*x*
This record from the OMol25 dataset describes an isolated molecule of C3H4I2. The level of theory is ωB97M-V/def2-TZVPD.

- LUMO level: 0.10 eV
- Highest occupied orbital energy: -9.4 eV
- SMILES string: I[C@H]1C[C@@H]1I

Geometry as XYZ:
```
9
C3H4I2, DFT ωB97M-V/def2-TZVPD
C 0.01 -1.02 0.02
C 0.56 0.33 -0.53
C -0.52 0.34 0.53
I 2.51 0.99 0.05
I -2.51 0.97 0.01
H -0.72 -1.42 -0.64
H 0.48 -1.75 0.52
H 0.32 0.84 -1.49
H -0.13 0.73 1.53
```

Least stable of them? *w*.

*w*
This record from the OMol25 dataset describes a 8-piece molecular cluster, C8H32O8 overall. The level of theory is ωB97M-V/def2-TZVPD.

- LUMO level: 0.06 eV
- Highest occupied orbital energy: -10.3 eV
- SMILES string: CCO.CCO.CCO.CCO.O.O.O.O

Geometry as XYZ:
```
48
C8H32O8, DFT ωB97M-V/def2-TZVPD
O -2.51 4.10 1.82
H -1.89 4.78 2.11
H -1.95 3.37 1.47
O -3.16 1.12 -2.27
H -2.73 1.48 -3.05
H -3.32 1.88 -1.70
O 0.88 4.70 0.50
H 1.15 4.70 -0.42
H 0.16 4.03 0.55
O -2.14 -0.81 3.36
H -1.22 -0.69 3.64
H -2.20 -1.75 3.13
C -3.02 -3.03 -1.08
C -3.75 -2.31 0.01
O -3.60 -3.04 1.23
H -1.95 -3.02 -0.83
H -3.13 -2.48 -2.02
H -3.41 -4.04 -1.16
H -4.83 -2.22 -0.17
H -3.42 -1.26 0.12
H -4.02 -2.60 1.97
C 2.64 -1.98 -0.40
C 1.85 -2.88 0.56
O 2.14 -2.63 1.93
H 2.51 -0.94 -0.10
H 2.30 -2.18 -1.41
H 3.69 -2.24 -0.28
H 1.99 -3.94 0.30
H 0.80 -2.61 0.45
H 3.00 -3.00 2.16
C 4.22 1.90 -0.99
C 3.32 1.42 -2.12
O 3.80 0.13 -2.50
H 3.88 2.80 -0.48
H 5.20 2.14 -1.41
H 4.39 1.13 -0.24
H 3.46 2.07 -2.99
H 2.29 1.35 -1.76
H 3.24 -0.23 -3.19
C -0.73 -0.11 0.43
C -0.18 1.19 1.04
O -0.79 2.32 0.39
H -0.90 0.02 -0.63
H -1.63 -0.41 0.96
H 0.04 -0.86 0.62
H 0.90 1.25 0.86
H -0.38 1.27 2.10
H -1.05 2.11 -0.51
```

*x*
This record from the OMol25 dataset describes a 8-piece molecular cluster, C8H32O8 overall. The level of theory is ωB97M-V/def2-TZVPD.

- LUMO level: 0.22 eV
- Highest occupied orbital energy: -9.7 eV
- SMILES string: CO.CO.CO.CO.CO.CO.CO.CO

Geometry as XYZ:
```
48
C8H32O8, DFT ωB97M-V/def2-TZVPD
C 12.69 10.63 -9.15
O 13.45 9.89 -10.09
H 11.64 10.58 -9.45
H 12.80 10.15 -8.18
H 13.04 11.65 -9.03
H 14.38 10.08 -9.99
C 15.90 11.69 -15.99
O 15.99 12.27 -17.26
H 16.70 12.09 -15.36
H 14.94 11.92 -15.52
H 15.92 10.60 -15.99
H 15.33 11.92 -17.86
C 13.80 9.67 -13.47
O 13.08 10.89 -13.74
H 13.19 8.90 -12.98
H 14.14 9.30 -14.43
H 14.59 9.71 -12.72
H 12.29 10.56 -14.17
C 18.06 10.70 -12.40
O 18.58 9.57 -13.09
H 17.21 10.45 -11.76
H 18.92 11.12 -11.87
H 17.78 11.49 -13.09
H 18.44 8.77 -12.58
C 9.85 11.34 -14.87
O 10.82 10.43 -15.14
H 9.50 11.82 -15.78
H 9.02 10.87 -14.34
H 10.14 12.08 -14.13
H 10.51 9.96 -15.92
C 11.46 7.24 -11.23
O 10.82 8.43 -10.96
H 12.53 7.35 -11.40
H 11.35 6.60 -10.35
H 11.09 6.70 -12.10
H 11.60 9.00 -10.95
C 11.81 13.80 -16.23
O 12.24 12.45 -16.48
H 12.37 14.28 -15.43
H 12.03 14.31 -17.17
H 10.75 13.90 -16.03
H 12.07 11.96 -15.67
C 15.09 6.08 -11.31
O 16.32 6.09 -10.63
H 14.86 7.08 -11.70
H 14.96 5.34 -12.10
H 14.29 5.87 -10.60
H 17.04 6.40 -11.18
```

Least stable of them? *x*.

*w*
This record from the OMol25 dataset describes an isolated ion of composition C4H8N3S and charge +1. The level of theory is ωB97M-V/def2-TZVPD.

- LUMO level: -5.05 eV
- Charge: +1
- Highest occupied orbital energy: -13.4 eV
- SMILES string: CS[C@H]1NC=NC=[NH+]1

Geometry as XYZ:
```
16
C4H8N3S, DFT ωB97M-V/def2-TZVPD
C -0.56 -0.30 2.78
C -0.12 0.09 0.41
C -2.17 0.68 1.55
C 1.31 -0.02 -2.16
N -1.84 0.00 2.67
N 0.24 -0.38 1.72
N -1.31 0.85 0.56
S 1.61 0.84 -0.51
H -0.09 -0.48 3.70
H -0.42 -0.69 -0.23
H -3.16 1.04 1.33
H 1.22 0.81 -2.97
H 0.29 -0.50 -1.91
H 2.13 -0.65 -2.25
H 1.15 -0.34 1.99
H -1.70 1.42 -0.19
```

*x*
This record from the OMol25 dataset describes a 2-piece molecular cluster, C4H8N3S overall. The level of theory is ωB97M-V/def2-TZVPD.

- LUMO level: -5.17 eV
- Charge: +1
- Highest occupied orbital energy: -12.1 eV

Geometry as XYZ:
```
16
C4H8N3S, DFT ωB97M-V/def2-TZVPD
C -1.77 -0.96 -0.54
C 1.02 -1.05 1.48
C 2.28 -0.60 -0.41
C -2.23 1.45 -0.04
N 0.29 0.66 0.00
N 1.00 -0.36 0.42
N -1.57 0.19 -0.37
S 0.69 -1.87 2.75
H -1.18 -1.75 -0.71
H 2.84 -1.51 -0.12
H 1.93 -0.58 -1.53
H 2.95 0.25 -0.32
H -1.99 1.58 0.96
H -3.34 1.40 -0.24
H -1.78 2.27 -0.54
H 0.87 0.87 -0.79
```

Least stable of them? *x*.

*w*
This record from the OMol25 dataset describes C15H40BIInO12S5 as an isolated structure. The level of theory is ωB97M-V/def2-TZVPD.

- LUMO level: 1.75 eV
- Charge: -1
- Highest occupied orbital energy: -4.9 eV

Geometry as XYZ:
```
75
C15H40BIInO12S5, DFT ωB97M-V/def2-TZVPD
C 1.21 0.76 1.29
C 0.02 0.92 2.19
O 0.08 1.39 3.30
O -1.09 0.49 1.61
C -2.30 0.51 2.42
In -3.53 2.31 2.03
O -3.83 3.35 3.76
C -5.54 1.64 1.17
C -5.41 0.32 0.65
O -5.65 -0.74 1.13
I -4.66 0.31 -1.44
O -2.67 3.44 0.54
B -2.16 4.66 0.79
O -2.83 5.82 0.38
O -0.92 4.85 1.40
H 1.95 1.50 1.56
H 1.60 -0.25 1.35
H 0.89 0.91 0.26
H -2.85 -0.37 2.13
H -2.05 0.42 3.47
H -3.83 2.68 4.45
H -6.32 1.67 1.92
H -5.75 2.33 0.36
H -3.77 5.74 0.51
H -0.25 4.90 0.71
C 1.89 -0.58 -2.51
S 2.47 -2.09 -1.76
O 2.39 -1.88 -0.29
C 4.20 -1.86 -2.19
H 0.82 -0.50 -2.31
H 2.42 0.26 -2.08
H 2.04 -0.64 -3.59
H 4.55 -0.92 -1.78
H 4.32 -1.88 -3.27
H 4.75 -2.69 -1.75
C 6.85 -3.05 0.89
S 7.32 -3.36 -0.81
O 6.79 -4.69 -1.18
C 9.08 -3.56 -0.50
H 5.76 -2.94 0.92
H 7.15 -3.90 1.50
H 7.32 -2.13 1.24
H 9.22 -4.38 0.21
H 9.49 -2.63 -0.11
H 9.55 -3.80 -1.45
C -3.42 -2.22 -4.10
S -2.18 -3.19 -4.96
O -0.87 -2.94 -4.31
C -2.19 -2.21 -6.47
H -3.55 -2.64 -3.11
H -3.09 -1.19 -4.02
H -4.35 -2.29 -4.66
H -1.93 -1.18 -6.22
H -3.17 -2.26 -6.93
H -1.44 -2.62 -7.14
C -0.31 4.47 -3.85
S 0.22 3.47 -2.46
O 0.09 4.32 -1.26
C 1.97 3.46 -2.89
H -1.38 4.64 -3.74
H 0.22 5.43 -3.84
H -0.12 3.94 -4.78
H 2.34 4.48 -2.95
H 2.10 2.95 -3.85
H 2.49 2.92 -2.11
C -4.00 -2.68 6.07
S -3.54 -1.07 6.70
O -3.15 -0.26 5.53
C -2.01 -1.60 7.48
H -4.92 -2.56 5.50
H -3.21 -3.06 5.42
H -4.18 -3.36 6.91
H -1.36 -2.05 6.73
H -2.24 -2.31 8.28
H -1.53 -0.72 7.90
```

*x*
This record from the OMol25 dataset describes C15H40BIInO12S5 as an isolated structure. The level of theory is ωB97M-V/def2-TZVPD.

- LUMO level: 1.75 eV
- Charge: -1
- Highest occupied orbital energy: -4.4 eV

Geometry as XYZ:
```
75
C15H40BIInO12S5, DFT ωB97M-V/def2-TZVPD
C 0.45 -1.57 0.22
C 0.58 -1.00 1.73
O 0.99 -1.77 2.61
O 0.25 0.35 1.87
C 0.03 0.74 3.26
In 1.91 1.72 4.12
O 2.38 0.65 5.85
C 1.35 3.90 4.51
C 0.14 4.22 3.53
O -1.06 4.18 3.86
I 0.57 4.71 1.43
O 3.43 1.75 2.68
B 4.53 0.90 3.02
O 5.78 1.41 3.52
O 4.36 -0.53 2.79
H 1.21 -2.41 0.09
H -0.62 -1.87 -0.02
H 0.72 -0.68 -0.45
H -0.80 1.54 3.24
H -0.36 -0.08 3.94
H 1.50 0.36 6.19
H 1.13 4.14 5.59
H 2.22 4.56 4.16
H 5.65 2.06 4.23
H 4.76 -0.65 1.89
C -0.63 0.04 -3.53
S -2.18 -0.82 -3.16
O -1.99 -1.53 -1.86
C -2.02 -2.05 -4.48
H -0.50 0.84 -2.80
H 0.21 -0.65 -3.46
H -0.69 0.48 -4.53
H -1.09 -2.61 -4.35
H -2.03 -1.55 -5.45
H -2.87 -2.73 -4.41
C -3.36 -5.95 -3.38
S -3.66 -5.35 -5.05
O -4.97 -4.64 -5.04
C -3.93 -6.97 -5.79
H -3.20 -5.09 -2.73
H -4.22 -6.52 -3.03
H -2.46 -6.58 -3.37
H -4.75 -7.48 -5.29
H -3.02 -7.57 -5.71
H -4.17 -6.84 -6.85
C -1.40 5.07 -1.88
S -2.10 4.39 -3.39
O -1.83 2.92 -3.39
C -0.90 5.15 -4.51
H -1.97 4.69 -1.03
H -0.36 4.76 -1.77
H -1.47 6.16 -1.90
H 0.11 4.84 -4.24
H -0.99 6.24 -4.44
H -1.12 4.83 -5.53
C 6.44 1.86 -1.61
S 4.91 0.98 -1.22
O 5.10 0.30 0.09
C 5.08 -0.28 -2.51
H 6.56 2.67 -0.89
H 7.29 1.18 -1.52
H 6.38 2.26 -2.62
H 6.02 -0.82 -2.37
H 5.07 0.20 -3.49
H 4.24 -0.97 -2.43
C -4.02 0.28 6.15
S -2.61 -0.71 6.67
O -1.48 -0.40 5.74
C -3.30 -2.30 6.16
H -3.79 1.33 6.33
H -4.20 0.14 5.08
H -4.90 -0.01 6.72
H -3.53 -2.28 5.09
H -4.20 -2.50 6.74
H -2.56 -3.08 6.36
```

Least stable of them? *x*.

*w*
This record from the OMol25 dataset describes a 2-piece molecular cluster, C5H8F3N2 overall. The level of theory is ωB97M-V/def2-TZVPD.

- LUMO level (spin up / spin down): -4.48 / -3.68 eV
- Charge: +1
- Highest occupied orbital energy (spin up / spin down): -12.3 / -12.1 eV

Geometry as XYZ:
```
18
C5H8F3N2, DFT ωB97M-V/def2-TZVPD
C 0.25 -1.41 -1.23
C 0.47 -0.94 0.97
C 0.63 0.33 0.13
C 1.28 1.58 0.59
C -2.23 0.93 0.05
N 0.16 -1.87 -0.01
N 0.73 -0.15 -1.19
F 0.81 2.51 -0.36
F -2.27 0.16 1.10
F -2.27 0.18 -1.03
H 0.13 -1.97 -2.25
H 1.41 -1.15 1.40
H -0.29 -0.86 1.76
H 2.30 1.46 0.49
H 1.10 1.98 1.52
H -2.85 1.81 0.05
H -0.22 -2.88 0.09
H 0.85 0.31 -2.08
```

*x*
This record from the OMol25 dataset describes an isolated ion of composition C5H8F3N2 and charge +1. The level of theory is ωB97M-V/def2-TZVPD.

- LUMO level: -4.00 eV
- Charge: +1
- Highest occupied orbital energy: -13.5 eV
- SMILES string: CN(/C=[NH+]\CF)/C(F)=C/F

Geometry as XYZ:
```
18
C5H8F3N2, DFT ωB97M-V/def2-TZVPD
C -0.87 0.50 0.91
C 2.10 -0.68 -0.89
C 0.78 -0.60 -0.55
C -1.70 1.20 -1.43
C 0.94 -0.98 1.77
N 0.17 -0.32 0.73
N -1.62 1.06 0.00
F 2.41 -1.30 -1.92
F -0.09 -1.18 -1.33
F -0.57 1.88 -1.75
H -1.26 0.56 1.94
H 2.91 -0.49 -0.27
H -1.82 0.28 -2.08
H -2.63 1.88 -1.63
H 0.87 -1.99 1.63
H 2.06 -0.85 1.60
H 0.69 -0.55 2.76
H -2.37 1.58 0.53
```

Least stable of them? *w*.